This record from the Open Molecules 2025 dataset describes a cluster of 2 separate species, C8H13F6NO4S in total at a distorted geometry. The level of theory is ωB97M-V with the def2-TZVPD basis set.

Output
- E_LUMO (hartree) = -0.0188
- spin multiplicity = 1
- energy (Eh) = -1665.5931

Atoms and positions in Å:
C 1.01666 -0.07352 1.35670
S 3.93643 -2.12160 -0.16746
O 2.31801 -0.25076 0.79013
H 2.33107 -0.49590 -1.93678
O 4.92576 -1.20657 0.25217
H 1.04018 0.84462 1.93529
H 0.63307 0.72922 -1.50444
C -1.32197 -2.22238 0.47054
H -1.86714 4.40367 0.79039
C -0.06804 0.07249 0.27259
O 3.88362 -3.42493 0.38487
F -1.57922 -0.44894 1.92849
N 0.42095 -0.19974 -1.13026
C -1.90264 3.61192 0.01124
H -3.52460 2.55125 -0.98360
C 2.28071 -1.39909 0.00242
O -1.12950 2.52466 0.28526
F -0.56324 -2.79353 1.40696
C -3.38724 3.25382 -0.15650
H -0.35176 1.14373 0.23742
H -1.61970 4.16298 -0.91365
F 3.99143 -2.28374 -1.72764
C -1.35440 -0.67764 0.61609
F -2.54964 -2.71617 0.58732
H 1.37577 -1.94500 -1.92479
H 1.70203 -2.17587 0.51368
F -0.85217 -2.57571 -0.75116
H 0.81666 -0.88701 2.05636
C 1.63163 -1.07143 -1.33263
H -3.98729 4.14559 -0.37254
F -2.39719 -0.22011 -0.08091
H -0.36020 -0.53718 -1.69330
H -3.77962 2.79995 0.75662

This record from the Open Molecules 2025 dataset describes a structure of composition C30H48BrCuN3P2Se at a distorted geometry. The level of theory is ωB97M-V with the def2-TZVPD basis set.

Output
- E_LUMO (alpha / beta) (hartree) = -0.1988 / -0.3246
- spin multiplicity = 2
- <S²> = 0.760
- relative energy (zero: lowest compared OMol25 entry of this formula, charge and spin) (kJ/mol) = 0.0
- net charge = +2
- energy (Eh) = -8634.2538

Atoms and positions in Å:
H -0.35275 6.13626 2.20716
C -1.75912 -0.57178 -5.26190
C 1.78154 -5.47447 1.60958
N 0.33856 4.07928 2.22479
C 2.30536 -9.00313 5.03404
H -2.78579 4.91688 1.66765
H 2.22276 4.87806 1.79294
H 2.19797 -2.58517 -2.53738
C 0.99596 -4.17272 -0.22081
C -2.59409 2.11753 1.56993
H 0.88873 -3.38528 3.08795
C -3.90779 -0.04855 -3.39422
H -0.86806 -0.50356 -4.61466
H 2.31429 -1.88957 -4.17024
C 3.83004 -0.50534 1.15318
H 1.77118 4.89026 3.50592
H 4.28025 1.65635 -1.85086
N -1.58347 3.13232 1.78312
H -2.33362 -0.23899 -7.35585
C -0.28417 -2.34527 1.55455
C 0.61770 -3.30257 2.04114
C 2.18012 -7.23684 3.38172
C 1.82981 -0.42416 -2.68408
C 3.08835 -7.98722 2.61173
H 2.01571 -9.41629 5.98910
C -0.54200 -2.35611 0.15167
H -0.67506 -1.62525 2.29059
H -1.05132 2.17596 -4.52409
C -1.80211 4.49908 1.81715
C -0.60490 5.08884 2.09953
C -1.98569 2.05518 -3.95026
H 3.03820 0.01808 1.71644
H -2.22050 4.21209 -3.74454
H 4.08039 -1.44192 1.67492
H 3.63227 -1.62985 -3.02029
C 1.76807 -7.79244 4.61878
C -2.82609 3.34669 -4.02487
H -2.72161 1.91698 0.50252
H -5.78009 -0.07135 -4.58015
H -4.16415 0.74115 -2.65684
H -2.25809 -1.54700 -5.11632
H 3.46851 -7.63293 1.65018
Cu 0.33605 -0.27994 0.33576
H 2.20294 0.44242 -3.25215
H -5.81310 -1.06434 -3.11541
P -2.96736 0.71920 -4.74338
H -0.86201 -1.18972 -7.13718
C 3.42658 -0.82661 -0.29734
H 2.27261 -6.11303 0.85323
H 1.11444 -5.36433 3.62221
H -0.77918 0.53831 -6.88879
H 4.31217 2.20408 -0.16536
C -1.42197 -0.33875 -6.74498
C 2.54062 -1.71323 -3.11230
H -3.67476 3.33534 -3.32736
Br -1.79534 -1.33859 -0.87735
H -2.28579 1.19409 2.07016
H 4.25535 -0.62043 -0.98311
H 1.41027 -4.85691 -0.95526
H -1.76769 1.77792 -2.90703
H 0.04925 -3.13464 -1.78816
H 3.19769 -1.90071 -0.38443
C 1.68019 -5.94054 2.88855
C -5.17543 -0.73613 -3.94406
C 3.56684 -9.20915 3.11065
C -0.25307 2.86432 1.98242
H 1.88178 2.23123 0.00963
C 0.16226 -3.21255 -0.71717
Se 0.48102 1.18036 2.14927
H 3.78445 3.29774 -1.44007
C 2.30251 1.84869 -0.93396
N 3.17121 -9.67557 4.28456
H 0.74966 -0.50515 -2.87809
H 1.04826 -7.25926 5.23162
H -3.53442 2.48008 1.98729
P 2.00426 0.05923 -0.93706
H 1.67992 2.24188 -1.75162
H 2.22040 3.35684 2.70247
C 1.16885 -4.25527 1.16373
C 3.75361 2.25874 -1.10411
H 4.73865 0.11390 1.18733
H -3.21108 3.53129 -5.04120
H -4.92672 -1.64292 -4.51320
C 1.72717 4.31259 2.58070
H 4.27691 -9.80983 2.53595
H -3.22386 -0.78832 -2.92327